## i
{
  "formula": "C3H15NO3",
  "method": "ωB97M-V/def2-TZVPD",
  "gap_ev": 10.40,
  "smiles": "CCCN.O.O.O",
  "charge": 0,
  "species": ["C", "C", "C", "N", "H", "H", "H", "H", "H", "H", "H", "H", "H", "H", "H", "O", "H", "H", "O", "H", "H", "O"],
  "xyz": [[-0.827, -1.252, 0.941], [0.461, -0.556, 1.447], [1.786, -1.112, 0.782], [-1.442, -0.446, -0.153], [-1.734, -1.129, 1.692], [-0.614, -2.357, 0.737], [0.504, -0.852, 2.503], [0.427, 0.528, 1.521], [1.630, -2.050, 0.287], [2.754, -1.284, 1.262], [1.958, -0.449, -0.043], [-1.524, 0.505, 0.304], [-2.403, -0.774, -0.142], [0.621, 2.274, -2.142], [-0.229, 1.092, -1.920], [-0.038, 1.962, -1.522], [0.562, -1.086, -2.953], [-0.580, -0.932, -1.824], [-0.017, -0.448, -2.504], [-0.887, 3.427, 0.557], [-0.079, 2.207, 0.190], [-0.328, 2.733, 0.979]]
}

***

## ii
{
  "formula": "C3H15NO3",
  "method": "ωB97M-V/def2-TZVPD",
  "gap_ev": 9.52,
  "smiles": "CCNC.O.O.O",
  "charge": 0,
  "species": ["C", "C", "N", "C", "H", "H", "H", "H", "H", "H", "H", "H", "H", "H", "H", "O", "H", "H", "O", "H", "H", "O"],
  "xyz": [[-1.191, -1.507, -0.128], [-0.369, -1.318, 1.119], [0.204, 0.047, 1.296], [-0.803, 0.957, 1.849], [-1.085, -0.872, -1.023], [-2.269, -1.392, 0.028], [-1.119, -2.521, -0.588], [0.396, -2.087, 1.160], [-0.931, -1.593, 2.027], [0.288, 0.387, 0.348], [-1.228, 0.624, 2.805], [-0.370, 1.873, 2.287], [-1.607, 1.161, 1.054], [1.130, 0.530, -2.171], [2.489, -0.330, -2.146], [1.665, -0.114, -2.626], [-3.428, 1.906, -0.164], [-2.147, 2.419, -0.791], [-2.624, 1.603, -0.607], [3.210, 0.691, -0.028], [2.228, -0.439, -0.031], [3.079, -0.187, -0.413]]
}

***

Going by the energies, i is most stable and the next is 10.3 kcal/mol up.

***

## i
{
  "formula": "C5H14N2O",
  "method": "ωB97M-V/def2-TZVPD",
  "spin_multiplicity": 2,
  "gap_ev": [10.96, 6.85],
  "s2": 0.757,
  "charge": 1,
  "species": ["N", "C", "C", "C", "N", "C", "C", "O", "H", "H", "H", "H", "H", "H", "H", "H", "H", "H", "H", "H", "H", "H"],
  "xyz": [[-1.804, 0.831, 1.480], [-0.499, 0.874, 1.116], [0.299, 2.131, 1.507], [-0.382, 0.801, -0.696], [0.708, 0.001, -0.966], [0.363, -1.280, -1.657], [0.924, -2.504, -0.908], [0.881, -2.392, 0.522], [0.443, -1.550, 0.699], [-2.296, 1.702, 1.363], [-2.315, -0.026, 1.518], [0.034, -0.010, 1.432], [0.972, 1.825, 2.299], [-0.352, 2.881, 1.962], [0.834, 2.560, 0.694], [-1.329, 0.343, -0.936], [-0.306, 1.834, -0.985], [1.336, 0.532, -1.560], [0.776, -1.267, -2.674], [-0.706, -1.405, -1.857], [0.429, -3.423, -1.214], [1.990, -2.458, -1.138]]
}

***

## ii
{
  "formula": "C5H14N2O",
  "method": "ωB97M-V/def2-TZVPD",
  "spin_multiplicity": 2,
  "gap_ev": [5.47, 8.86],
  "s2": 0.759,
  "charge": 1,
  "species": ["C", "C", "C", "C", "N", "C", "N", "H", "H", "H", "H", "H", "H", "H", "H", "H", "H", "H", "H", "H", "H", "O"],
  "xyz": [[1.477, -1.234, -0.819], [0.294, -0.324, -1.162], [-1.018, -0.720, -0.531], [-1.742, 0.100, 0.239], [-3.027, -0.274, 0.638], [-4.134, 0.526, 0.580], [2.654, -0.437, -0.351], [1.187, -1.850, 0.027], [1.760, -1.878, -1.634], [0.508, 0.715, -0.924], [0.082, -0.339, -2.224], [-1.468, -1.632, -0.904], [-1.567, 1.134, 0.513], [-3.195, -1.208, 0.973], [-5.082, 0.090, 0.826], [-4.067, 1.518, 0.169], [2.371, 0.244, 0.362], [3.395, -0.975, 0.104], [3.096, 0.091, -1.108], [3.341, 2.585, 1.333], [2.202, 2.087, 2.223], [2.933, 1.779, 1.667]]
}

***

Going by the energies, ii is most stable and the next is 16.4 kcal/mol up.

***

## i
{
  "formula": "C6H16NS",
  "method": "ωB97M-V/def2-TZVPD",
  "gap_ev": 10.79,
  "smiles": "CC[C@@](C)(S)[NH+](C)C",
  "charge": 1,
  "species": ["C", "C", "C", "C", "C", "C", "N", "S", "H", "H", "H", "H", "H", "H", "H", "H", "H", "H", "H", "H", "H", "H", "H", "H"],
  "xyz": [[-0.769, -2.193, 0.842], [-0.341, 0.687, -1.746], [0.457, 2.174, 0.795], [1.733, 0.231, 0.545], [-0.477, -1.446, -0.406], [-0.634, 0.172, -0.391], [0.361, 0.740, 0.692], [-2.322, 0.662, 0.309], [-0.812, -3.258, 0.612], [-1.621, -1.859, 1.351], [0.067, -2.249, 1.497], [-0.301, -0.212, -2.408], [0.729, 1.119, -1.832], [-1.030, 1.454, -2.128], [1.282, 2.491, 1.576], [0.791, 2.468, -0.290], [-0.392, 2.725, 1.085], [2.409, 0.687, -0.123], [2.141, 0.169, 1.586], [1.667, -0.809, 0.139], [-1.284, -1.600, -1.042], [0.406, -1.710, -0.957], [-0.134, 0.421, 1.545], [-2.855, -0.412, -0.348]]
}

***

## ii
{
  "formula": "C6H16NS",
  "method": "ωB97M-V/def2-TZVPD",
  "gap_ev": 8.56,
  "charge": 1,
  "species": ["C", "C", "C", "C", "C", "C", "N", "S", "H", "H", "H", "H", "H", "H", "H", "H", "H", "H", "H", "H", "H", "H", "H", "H"],
  "xyz": [[3.300, 1.393, -0.087], [2.148, -0.719, 0.833], [-2.264, -1.623, 0.036], [-0.848, -0.665, -1.841], [-1.966, 1.309, 1.260], [-1.638, -0.394, -0.537], [-1.382, 0.704, 0.054], [1.541, 0.777, -0.052], [3.473, 2.381, -0.491], [3.698, 0.564, -0.745], [2.904, -1.207, 0.204], [2.597, -0.243, 1.640], [-1.457, -2.389, -0.039], [-2.950, -1.520, 0.865], [-2.917, -1.937, -0.901], [-1.159, -0.067, -2.715], [3.662, 1.343, 0.992], [-0.849, -1.686, -2.060], [-2.462, 2.219, 0.825], [-2.720, 0.595, 1.605], [-1.216, 1.509, 2.064], [-0.864, 1.373, -0.484], [1.271, -1.343, 1.052], [0.100, -0.372, -1.477]]
}

***

Going by the energies, ii is most stable and the next is 2.1 kcal/mol up.

***

## i
{
  "formula": "C4H5N2",
  "method": "ωB97M-V/def2-TZVPD",
  "gap_ev": [7.18, 7.05],
  "charge": 1,
  "species": ["C", "C", "C", "C", "N", "N", "H", "H", "H", "H", "H"],
  "xyz": [[-0.240, -0.875, 0.293], [-2.320, -0.336, 0.587], [0.226, 0.300, -0.144], [1.636, 0.282, -0.503], [-0.801, 1.257, -0.179], [-1.778, 0.664, 0.279], [0.048, -1.842, 0.107], [-2.907, -0.876, 1.318], [2.304, -0.560, -0.810], [2.067, 0.840, 0.367], [1.765, 1.147, -1.313]]
}

***

## ii
{
  "formula": "C4H5N2",
  "method": "ωB97M-V/def2-TZVPD",
  "gap_ev": 8.84,
  "charge": 1,
  "species": ["C", "C", "C", "C", "N", "N", "H", "H", "H", "H", "H"],
  "xyz": [[-0.741, -0.320, 0.572], [-0.305, -1.173, 1.561], [1.010, -1.179, 0.929], [-0.440, 1.285, -1.352], [0.941, -0.266, -0.069], [-0.247, 0.343, -0.356], [-0.803, -1.667, 2.348], [1.985, -1.558, 1.187], [-1.431, 1.272, -1.548], [0.003, 0.983, -2.286], [0.028, 2.281, -0.986]]
}

***

## iii
{
  "formula": "C4H5N2",
  "method": "ωB97M-V/def2-TZVPD",
  "gap_ev": [7.49, 7.50],
  "smiles": "C1=CC=NC[NH+]=1",
  "charge": 1,
  "species": ["C", "C", "C", "C", "N", "N", "H", "H", "H", "H", "H"],
  "xyz": [[0.725, -1.326, -0.248], [1.073, -0.470, 0.700], [-0.279, -0.933, -1.043], [-0.843, 0.974, 0.264], [-0.926, 0.167, -0.760], [0.735, 0.770, 0.830], [1.132, -2.254, -0.362], [1.389, 1.529, 0.859], [-0.518, -1.742, -1.674], [-0.813, 1.990, 0.117], [-1.571, 0.938, 1.107]]
}

***

Going by the energies, iii is most stable and the next is 24.7 kcal/mol up.